P) This record from the OMol25 dataset describes a gas-phase ion, C3H3N2O (charge +1). The level of theory is ωB97M-V with the def2-TZVPD basis set.

Computed properties:
* expectation value of S²: 2.02
* spin multiplicity: 3
* HOMO energy (alpha / beta): -15.7 / -17.2 eV
* total charge: +1
* gap between HOMO and LUMO (alpha / beta): 10.086 / 7.286 eV

Geometry as XYZ:
```
9
C3H3N2O, DFT ωB97M-V with the def2-TZVPD basis set
C -0.365 0.886 0.088
C 0.305 -1.212 -0.041
C 1.118 -0.090 0.072
N -0.583 -1.919 -0.202
N -1.531 0.449 0.071
O -2.234 -0.464 -0.117
H -0.252 2.148 0.068
H 1.675 0.279 -0.887
H 1.867 -0.078 0.949
```

Here are the Mulliken charges for atoms 1 to 8, given in e: 0.061, 0.421, -0.416, -0.337, 0.361, -0.110, 0.371, 0.313

***

Q) This record from the OMol25 dataset describes 2 unconnected molecules or ions with the total composition C3H3N2O. The level of theory is ωB97M-V with the def2-TZVPD basis set.

Computed properties:
* expectation value of S²: 2.02
* spin multiplicity: 3
* HOMO energy (alpha / beta): -12.8 / -16.8 eV
* total charge: +1
* gap between HOMO and LUMO (alpha / beta): 7.295 / 7.755 eV

Geometry as XYZ:
```
9
C3H3N2O, DFT ωB97M-V with the def2-TZVPD basis set
C 0.599 -0.276 -0.340
C 2.454 0.312 -1.197
C 1.284 0.949 -0.593
N 1.346 -0.561 -1.407
N -0.321 -0.815 0.363
O 3.581 0.369 -1.435
H 0.545 2.248 -1.236
H -0.788 -0.295 1.101
H -0.581 -1.788 0.225
```

Here are the Mulliken charges for atoms 1 to 8, given in e: 0.696, 0.611, -0.563, -0.222, -0.301, -0.213, 0.412, 0.290

***

Which structure is most stable, and how do the rest compare? From most to least stable: P), Q).